# 1
C7H11FO | ωB97M-V/def2-TZVPD

Cartesian coordinates (Å):
H (-1.125, -0.778, 0.629)
H (0.130, -1.376, 3.013)
H (-0.637, -2.403, -1.085)
H (-0.880, 0.085, -4.041)
H (2.444, 0.981, 1.895)
C (-0.748, -1.720, -1.948)
H (-0.582, 0.506, 3.455)
C (-0.456, -0.453, -1.881)
O (0.151, 0.099, -0.787)
C (0.246, -0.269, 2.940)
C (-0.777, 0.527, -3.096)
H (0.001, 1.298, -2.953)
H (-1.789, 0.906, -2.934)
C (-0.217, -0.252, 0.498)
H (1.228, -0.157, 3.340)
H (1.556, 1.770, 0.557)
F (-1.325, -2.305, -3.040)
H (1.009, 2.029, 2.254)
C (0.364, 0.251, 1.601)
C (1.405, 1.262, 1.585)

As for the HOMO-LUMO gap: 9.1 eV. The net charge is 0. For the relative energy (zero: lowest compared OMol25 entry of this formula, charge and spin), the calculation gives 1.412 eV. As for the SMILES: CC(C)=CO/C(C)=C/F. The value obtained for the total energy is -448.31330 Ha.

***

# 2
H8O16S3Zn | ωB97M-V/def2-TZVPD

Cartesian coordinates (Å):
O (-2.824, 0.846, -2.083)
O (1.110, 2.044, -2.186)
H (3.546, -1.721, -1.927)
O (-3.239, -2.656, 3.927)
O (-3.211, -3.867, 1.862)
O (1.966, -0.275, 1.927)
O (-2.462, -1.677, 1.898)
O (3.932, 0.192, 3.149)
H (0.179, -3.068, -2.027)
O (2.520, 2.120, -4.058)
H (-3.174, 1.737, -2.079)
O (-0.402, -2.335, -1.824)
O (1.789, -0.128, 4.206)
O (0.689, 3.646, -3.973)
O (-4.747, -2.068, 2.093)
O (2.890, -1.906, 3.338)
O (2.440, 3.780, -2.316)
S (-3.468, -2.588, 2.490)
H (-1.099, 3.269, 2.286)
O (-1.457, 2.595, 1.709)
O (4.048, -1.029, -1.497)
H (-1.063, -2.353, -2.516)
S (1.648, 2.920, -3.197)
H (-2.829, 0.591, -3.006)
H (-2.328, 2.916, 1.476)
H (3.473, -0.713, -0.801)
Zn (-0.576, 0.242, 0.006)
S (2.649, -0.514, 3.124)

As for the HOMO-LUMO gap: 2.8 eV. The net charge is -4. For the relative energy (zero: lowest compared OMol25 entry of this formula, charge and spin), the calculation gives 9.587 eV. The value obtained for the total energy is -4182.06841 Ha.

***

# 3
C80H180As2BF16N10 | ωB97M-V/def2-TZVPD

Cartesian coordinates (Å):
C (8.929, -22.112, -18.758)
H (7.510, -28.110, -20.296)
As (14.475, -19.329, -20.777)
H (9.229, -16.957, -27.671)
H (13.447, -15.317, -19.417)
H (4.990, -20.834, -13.299)
C (8.348, -26.310, -22.973)
H (9.652, -22.144, -22.612)
C (13.156, -30.572, -10.774)
H (6.968, -19.553, -13.925)
C (4.331, -18.810, -13.768)
H (16.097, -23.870, -13.733)
H (14.990, -25.059, -19.507)
H (8.271, -18.445, -15.843)
N (7.754, -28.647, -17.373)
H (16.692, -22.350, -21.602)
C (15.704, -22.970, -13.305)
N (10.704, -21.935, -17.150)
H (9.282, -17.456, -13.092)
H (6.159, -29.696, -18.058)
H (13.385, -28.877, -20.792)
C (15.290, -22.507, -25.897)
C (15.507, -29.318, -21.028)
C (13.070, -28.516, -9.526)
C (10.209, -21.878, -19.543)
H (14.050, -16.627, -15.528)
C (14.299, -22.620, -23.652)
C (9.232, -21.788, -17.310)
H (19.101, -21.441, -11.666)
F (9.254, -21.316, -14.338)
F (15.588, -20.689, -20.583)
C (8.938, -22.585, -23.299)
H (14.672, -22.783, -13.657)
C (11.234, -21.406, -18.480)
C (14.878, -16.080, -16.007)
N (15.389, -29.197, -18.682)
H (13.255, -24.878, -24.114)
H (16.632, -24.716, -19.178)
H (14.697, -21.444, -17.360)
H (12.441, -29.094, -8.846)
H (10.296, -17.717, -26.569)
F (7.237, -22.343, -14.063)
H (13.294, -22.950, -23.917)
C (6.821, -18.480, -14.155)
H (15.642, -23.015, -12.219)
H (14.465, -22.861, -26.495)
H (14.977, -29.437, -16.649)
H (12.250, -21.698, -18.704)
H (10.723, -15.925, -19.823)
N (5.413, -18.296, -14.674)
H (12.956, -27.314, -24.650)
H (11.523, -27.294, -13.268)
H (10.667, -22.746, -20.020)
H (13.173, -23.147, -16.595)
H (16.127, -21.957, -18.307)
C (11.726, -28.652, -11.608)
H (14.937, -20.979, -14.866)
C (6.568, -18.414, -27.053)
H (10.961, -21.584, -15.118)
H (6.213, -28.643, -15.895)
H (11.889, -13.518, -16.942)
H (10.191, -15.307, -17.446)
H (10.209, -23.824, -16.406)
C (16.034, -21.127, -14.939)
H (3.384, -20.790, -13.946)
C (14.057, -29.694, -20.637)
H (6.137, -29.407, -21.862)
H (7.568, -28.516, -14.048)
H (16.061, -30.757, -17.486)
H (11.229, -31.248, -11.100)
H (9.757, -19.356, -24.487)
H (7.447, -15.778, -26.775)
H (14.935, -28.481, -11.141)
H (16.774, -21.716, -23.824)
H (14.109, -29.197, -12.658)
H (10.040, -24.345, -22.755)
H (9.578, -19.084, -13.801)
C (12.894, -13.891, -16.757)
H (13.021, -32.752, -9.074)
H (14.291, -21.506, -23.653)
H (11.923, -25.734, -15.579)
C (8.142, -28.433, -14.974)
C (16.354, -21.966, -16.148)
C (5.069, -20.533, -15.460)
H (8.991, -19.267, -22.105)
H (10.345, -28.360, -22.627)
H (16.167, -22.783, -26.470)
H (11.468, -30.854, -9.383)
C (9.002, -27.256, -23.947)
H (14.075, -30.692, -10.199)
H (16.538, -17.037, -14.924)
H (14.459, -16.545, -18.052)
C (8.843, -29.727, -15.443)
C (14.736, -23.140, -22.299)
H (9.795, -24.163, -24.541)
H (11.657, -29.437, -12.406)
H (5.219, -16.600, -26.762)
H (11.105, -23.869, -17.895)
H (9.861, -26.770, -24.366)
C (16.648, -22.792, -23.786)
C (18.134, -21.838, -11.892)
B (8.677, -22.529, -13.917)
H (16.682, -29.187, -16.958)
C (4.377, -20.365, -14.033)
H (7.165, -15.785, -24.973)
H (15.885, -17.869, -16.447)
H (6.859, -18.114, -28.076)
H (8.521, -23.102, -18.873)
H (4.312, -16.666, -15.471)
H (7.719, -24.399, -21.487)
H (13.706, -26.422, -11.432)
C (11.914, -31.332, -10.258)
H (13.609, -25.079, -25.803)
H (11.765, -15.981, -15.707)
C (11.404, -16.227, -19.025)
H (9.818, -16.030, -26.320)
C (7.521, -22.667, -22.657)
H (11.220, -20.318, -18.469)
H (7.458, -19.345, -25.332)
H (13.671, -13.286, -17.238)
H (18.374, -20.907, -13.787)
H (18.089, -22.909, -11.589)
H (12.742, -25.556, -17.053)
C (16.168, -16.927, -15.945)
F (5.950, -23.718, -17.808)
H (8.270, -26.682, -17.981)
H (9.023, -21.981, -24.242)
C (14.048, -28.533, -11.762)
H (15.882, -25.014, -23.752)
H (8.136, -21.455, -19.117)
C (16.238, -26.773, -18.751)
C (12.693, -25.119, -16.062)
C (13.455, -27.148, -12.214)
H (8.586, -19.298, -26.717)
As (5.943, -24.822, -19.144)
H (6.825, -27.087, -16.254)
H (11.422, -33.279, -9.586)
H (11.870, -17.186, -19.293)
H (9.160, -30.217, -17.616)
H (14.351, -24.143, -22.121)
C (15.793, -25.294, -18.833)
H (3.368, -18.439, -14.145)
H (5.333, -16.314, -13.999)
C (15.361, -24.675, -24.652)
H (15.533, -24.973, -17.843)
H (6.526, -25.691, -24.732)
C (9.369, -24.049, -23.550)
H (15.203, -21.428, -25.734)
H (6.170, -19.034, -16.540)
F (7.656, -25.273, -18.755)
H (16.962, -26.966, -17.938)
H (9.055, -16.491, -24.136)
C (9.870, -18.410, -23.960)
H (8.867, -26.228, -22.035)
C (11.977, -16.250, -16.736)
H (4.487, -21.171, -16.118)
H (10.731, -20.142, -16.137)
H (10.101, -17.082, -17.510)
H (16.009, -22.988, -15.989)
H (14.317, -27.499, -19.401)
H (12.306, -20.999, -16.203)
H (15.020, -15.203, -15.373)
C (12.537, -15.185, -18.855)
C (15.807, -29.698, -17.340)
H (14.571, -27.305, -25.379)
H (13.121, -13.985, -15.694)
H (6.002, -21.076, -15.311)
H (18.242, -22.684, -13.956)
C (7.292, -24.195, -22.449)
H (13.687, -30.621, -21.060)
C (16.962, -21.054, -11.297)
H (9.897, -29.644, -15.302)
C (9.473, -17.028, -26.606)
C (5.282, -19.121, -15.929)
C (9.870, -18.683, -22.431)
H (16.554, -21.607, -10.452)
H (5.920, -19.282, -27.263)
H (9.410, -27.917, -18.509)
F (13.589, -20.134, -22.058)
F (15.525, -18.637, -21.936)
H (14.354, -30.976, -18.965)
C (14.165, -29.932, -19.186)
H (6.733, -22.195, -23.279)
H (10.181, -21.126, -20.301)
H (10.799, -19.139, -22.072)
C (11.913, -27.238, -12.231)
C (14.396, -15.663, -17.392)
C (7.336, -24.914, -24.713)
H (8.551, -30.547, -14.791)
N (16.398, -21.687, -13.589)
F (9.147, -22.907, -12.649)
H (4.489, -18.736, -16.552)
C (7.197, -16.345, -25.909)
H (16.465, -20.132, -15.004)
H (16.096, -20.367, -17.665)
C (10.754, -16.219, -17.620)
H (4.579, -18.558, -12.736)
H (6.857, -23.959, -24.950)
H (9.370, -27.405, -16.812)
N (8.324, -17.453, -25.727)
F (15.223, -18.604, -19.345)
C (5.950, -17.258, -26.310)
C (9.375, -18.023, -14.048)
H (5.414, -30.324, -20.551)
C (8.090, -17.900, -14.882)
F (13.271, -18.034, -20.944)
F (9.036, -23.619, -14.871)
C (15.943, -20.788, -12.411)
H (16.975, -16.540, -16.526)
H (7.754, -29.857, -19.986)
H (16.703, -24.045, -21.950)
H (14.326, -22.398, -21.594)
C (7.018, -29.035, -19.894)
H (13.453, -30.993, -11.779)
N (12.979, -29.063, -10.894)
C (8.406, -29.938, -16.868)
H (12.064, -14.238, -19.060)
H (16.759, -26.977, -19.674)
C (13.977, -25.338, -24.803)
H (14.621, -27.620, -17.678)
H (9.636, -29.266, -24.031)
H (5.363, -17.466, -25.408)
C (7.135, -28.102, -16.115)
H (13.309, -29.633, -18.614)
H (12.291, -23.224, -15.148)
H (17.490, -23.289, -24.275)
H (12.361, -17.261, -16.819)
F (4.305, -24.235, -19.658)
F (6.663, -23.537, -20.084)
N (12.936, -15.299, -17.372)
H (17.193, -28.929, -19.661)
H (13.558, -25.264, -15.418)
H (7.774, -17.716, -23.748)
C (17.922, -21.800, -13.399)
H (14.456, -27.127, -23.639)
H (8.897, -27.658, -14.826)
C (9.488, -28.529, -23.278)
H (10.754, -17.884, -24.225)
H (6.059, -16.639, -15.649)
C (8.698, -17.489, -24.343)
C (5.252, -16.837, -14.959)
H (7.674, -30.734, -16.875)
H (8.017, -25.188, -25.513)
C (7.786, -18.794, -26.216)
H (7.937, -16.825, -15.133)
C (11.230, -21.105, -16.036)
H (7.393, -26.742, -22.745)
H (7.551, -22.173, -21.691)
C (13.961, -26.873, -24.585)
N (8.103, -24.886, -23.422)
F (13.334, -20.134, -19.623)
H (9.012, -20.738, -17.106)
H (12.638, -33.234, -10.764)
H (14.976, -14.847, -17.893)
H (6.251, -24.473, -22.523)
H (8.272, -27.574, -24.689)
C (16.266, -23.095, -22.285)
H (16.062, -24.874, -25.499)
C (15.053, -27.729, -18.656)
H (17.271, -20.127, -10.844)
H (14.947, -21.155, -12.147)
C (6.639, -28.785, -18.406)
N (15.314, -23.163, -24.532)
H (9.754, -17.727, -21.847)
H (6.759, -18.055, -13.138)
C (16.342, -29.587, -19.789)
H (8.676, -28.930, -22.691)
H (15.931, -29.886, -21.870)
H (13.814, -26.768, -13.193)
C (12.319, -23.660, -16.125)
H (17.426, -22.069, -16.296)
H (8.649, -22.417, -16.655)
C (12.297, -32.700, -9.892)
C (8.785, -27.559, -17.710)
F (5.213, -26.105, -18.231)
H (14.104, -28.557, -9.128)
H (12.713, -27.480, -9.497)
C (5.830, -29.324, -20.796)
H (15.612, -28.309, -21.453)
H (16.011, -19.750, -12.771)
H (5.033, -28.583, -20.654)
H (10.869, -28.643, -10.942)
H (6.132, -27.844, -18.317)
H (11.394, -26.436, -11.718)
H (16.598, -30.615, -19.597)
C (11.049, -23.399, -16.912)
C (15.819, -21.401, -17.424)
F (6.122, -25.962, -20.468)
H (10.239, -17.688, -14.672)

As for the HOMO-LUMO gap: 9.8 eV. The net charge is +7. The value obtained for the total energy is -9795.77606 Ha.

***

# 4
C38H35N2O2SV | ωB97M-V/def2-TZVPD

Cartesian coordinates (Å):
C (-3.337, 1.886, -2.547)
N (-0.913, -2.028, 0.180)
H (0.744, 1.382, -6.327)
C (1.253, -4.206, 2.056)
H (3.744, 0.946, 0.941)
C (-3.047, -2.584, -0.565)
H (1.509, 0.703, 4.227)
H (0.265, -0.969, 4.618)
H (-1.693, 2.104, -3.917)
H (-0.746, 1.938, 3.475)
C (-1.435, 1.996, -0.555)
H (0.331, 0.187, -4.214)
H (-0.862, 4.708, 0.224)
C (1.186, 0.846, -4.308)
O (0.248, -3.576, -1.095)
H (0.257, -4.253, 2.502)
C (-3.723, 1.782, -1.215)
C (-1.390, 3.944, 3.970)
C (-0.957, 2.937, 3.116)
H (2.174, 1.478, 2.800)
C (-0.781, -3.035, -0.743)
C (0.397, -1.911, 4.083)
C (3.527, -3.078, 0.164)
S (-0.138, 1.948, 0.677)
H (4.161, -2.432, -0.443)
H (-5.088, -2.001, -0.230)
H (4.253, 3.151, -4.626)
C (2.290, -0.674, 2.764)
H (-1.968, 6.000, 4.154)
C (2.307, 0.638, 3.486)
H (-1.621, 6.494, 1.752)
C (3.387, 2.505, -4.544)
C (3.134, -0.980, 1.680)
C (3.152, 1.836, -3.357)
O (-2.701, -0.918, 1.151)
V (0.947, -1.156, 0.859)
C (-2.222, -1.735, 0.372)
C (-4.856, -3.551, -1.735)
C (2.832, -2.299, 1.238)
C (4.159, -0.050, 1.109)
C (1.780, -2.804, 2.064)
H (-4.086, 1.831, -3.327)
H (-5.915, -3.634, -1.945)
C (-1.038, 2.088, -1.881)
H (2.711, 2.881, -6.555)
H (-3.060, 1.728, 0.825)
C (1.425, 1.518, -5.494)
H (-1.140, 0.366, 1.755)
C (1.465, -0.222, -0.926)
H (0.013, 2.163, -2.126)
N (-0.177, 0.579, 1.481)
H (-1.891, -4.928, -2.731)
H (4.162, -3.865, 0.587)
H (1.173, -4.596, 1.041)
C (-1.436, 5.498, 2.134)
H (1.896, -4.886, 2.627)
C (1.774, 0.327, -1.978)
C (-2.000, 2.040, -2.881)
H (2.811, -3.551, -0.510)
C (-1.630, 5.219, 3.484)
H (3.257, 0.790, 4.009)
C (-2.590, -4.300, -2.195)
C (1.434, -1.781, 3.008)
H (3.824, 1.956, -2.516)
H (5.026, 0.055, 1.773)
C (-0.776, 3.222, 1.774)
C (-1.008, 4.501, 1.277)
H (-0.581, -2.187, 3.681)
C (-3.963, -4.366, -2.427)
C (-4.408, -2.638, -0.780)
C (-2.771, 1.838, -0.212)
H (-4.350, -5.061, -3.162)
H (0.667, -2.670, 4.826)
C (-2.160, -3.390, -1.252)
H (-4.765, 1.640, -0.960)
C (2.525, 2.357, -5.626)
H (4.516, -0.401, 0.142)
H (-1.538, 3.724, 5.020)
C (2.041, 0.989, -3.204)

As for the HOMO-LUMO gap (alpha / beta): 5.2 / 4.6 eV. The net charge is -1. For the relative energy (zero: lowest compared OMol25 entry of this formula, charge and spin), the calculation gives 0.000 eV. As for the expectation value of S²: 0.761. The spin multiplicity is 2. The value obtained for the total energy is -3071.25488 Ha.

***

# 5
C4H12IN3O | ωB97M-V/def2-TZVPD

Cartesian coordinates (Å):
H (-1.644, 2.540, -0.620)
C (2.520, -1.532, 1.195)
H (-1.803, -1.290, -0.410)
C (-0.657, 0.615, -0.646)
H (-0.334, 0.390, -1.668)
N (1.566, 0.900, -0.466)
H (1.635, 0.789, -1.528)
H (2.009, -0.677, 1.651)
I (4.610, 0.477, 0.209)
O (2.973, -1.770, -1.100)
H (-2.469, 1.455, -1.592)
H (2.294, 1.296, 0.067)
H (-2.513, 1.240, 0.027)
H (3.325, -1.951, 1.671)
H (-0.091, -1.246, 0.038)
H (-1.283, -0.444, 1.072)
N (0.384, 1.130, 0.036)
C (-1.848, 1.533, -0.665)
C (-1.001, -0.700, 0.051)
N (2.815, -0.982, -0.144)
H (1.744, -2.209, 1.091)

As for the HOMO-LUMO gap (alpha / beta): 5.9 / 7.8 eV. The net charge is 0. As for the expectation value of S²: 2.039. The spin multiplicity is 3. The value obtained for the total energy is -696.57031 Ha.